[1]
Computed, not measured: C32H38ClN3O2V as an isolated structure at a distorted geometry, with ωB97M-V/def2-TZVPD.

Geometry as XYZ:
```
77
Properties=species:S:1:pos:R:3:forces:R:3:lowdin_charge:R:1
V -0.397211 -0.929186 0.110866 -0.8 1.0 -1.5 0.336
Cl -0.557189 -1.493128 -2.175655 0.0 -0.6 -1.2 0.072
O 3.425423 -1.453931 -1.563495 1.2 -0.9 -0.1 -0.004
O -3.135409 1.307228 -2.092342 -2.0 0.0 -0.8 -0.039
N -0.202662 -0.198268 1.962743 0.0 0.3 2.1 -0.089
N -1.949639 0.407749 -0.432314 -0.1 1.3 0.0 0.009
N 1.686761 -0.971288 -0.258141 2.2 0.8 -0.5 0.040
C -1.793512 -1.631092 3.133618 -0.1 0.2 0.6 -0.073
C 3.002854 0.889765 -1.464336 0.5 0.5 0.2 -0.034
C 2.626098 -0.517124 -1.064853 -2.2 -0.8 1.5 -0.308
C 2.089513 -2.355398 0.142246 -0.1 0.4 0.0 -0.544
C 3.323344 1.850512 2.908908 0.4 0.1 0.0 -0.135
C -3.095740 -0.714393 4.963271 -0.3 0.0 0.2 -0.141
C 3.096231 -2.723296 -0.926080 0.4 0.2 -0.8 -0.064
C 1.245461 2.553804 -2.161359 -0.7 -1.6 0.9 0.006
C 2.774888 0.958073 3.841666 -0.4 0.2 -0.2 -0.113
C -2.732885 -1.797824 4.155597 0.1 0.3 -0.4 -0.112
C 1.481856 1.456795 1.388908 0.1 0.5 0.6 -0.058
C -3.302190 -0.213971 -0.321900 0.4 0.4 0.2 -0.555
C -1.182668 -0.368247 2.952351 1.2 0.0 -0.5 -0.322
C -4.058204 0.425894 0.842152 0.2 0.1 0.2 -0.017
C -1.578402 2.042917 -4.577074 -0.5 -0.4 0.0 -0.044
C 3.063981 0.127617 -4.367562 0.0 -0.5 0.1 -0.045
C -2.505583 0.545234 4.778618 0.2 -0.3 -0.3 -0.111
C -2.051449 1.375810 -1.326497 1.0 -1.4 1.5 -0.379
C -0.087395 2.351648 -2.541394 0.4 0.8 -1.5 -0.173
C 2.764701 -2.330156 1.513406 0.0 0.2 0.1 -0.018
C -0.284034 1.863897 -3.853197 0.5 -0.8 0.3 -0.237
C -3.942633 0.183054 -1.637829 0.2 0.4 -0.7 -0.076
C -1.197290 2.585628 -1.553924 0.0 0.5 0.3 -0.052
C 0.886027 -3.276123 0.194090 0.1 -0.5 -0.3 -0.092
C -3.215199 -1.709369 -0.112840 -0.2 -0.4 -0.2 -0.072
C 0.780607 1.193835 -4.466759 0.2 0.5 -0.2 -0.026
C 2.071307 1.465278 -2.474889 0.6 1.0 -1.5 -0.184
C 1.967679 0.943709 -3.772688 -1.1 -0.2 0.3 -0.245
C 0.927878 0.554338 2.319409 -1.0 -0.4 0.0 -0.312
C 1.543513 0.359546 3.579239 0.5 0.3 -0.3 -0.055
C 2.664404 2.128460 1.705881 -0.3 -0.5 0.2 -0.120
C -1.545150 0.715492 3.786663 -0.3 -0.2 0.3 -0.053
H 3.297998 0.733839 4.776780 -0.1 0.2 -0.3 0.092
H 3.083410 2.851822 1.000720 -0.1 -0.1 0.3 0.093
H -0.742857 2.833782 -0.584632 -0.2 0.0 -0.2 0.118
H 0.924243 1.659845 0.466481 0.3 -0.2 0.4 0.084
H -1.912964 3.083348 -4.506259 -0.1 -0.1 -0.1 0.082
H -2.699967 -2.189074 -0.953234 -0.1 0.1 0.2 0.026
H 1.572578 3.368764 -1.517195 -0.4 -0.7 0.9 0.122
H 4.037462 0.879201 -1.835511 -0.1 -0.3 0.2 0.130
H -2.360635 1.407493 -4.143867 0.1 0.2 -0.2 0.072
H 2.957770 1.511149 -0.563245 0.2 -0.3 -0.3 0.079
H 1.222664 -4.251855 0.568782 -0.2 0.1 0.1 0.095
H 4.035396 -3.116587 -0.527941 -0.1 0.0 0.0 0.125
H -3.171415 -2.787159 4.309729 0.0 0.3 0.0 0.093
H 0.452724 -3.431970 -0.798838 0.0 0.1 0.2 0.031
H -2.707479 -1.956835 0.835885 -0.1 0.1 -0.4 0.052
H 3.519590 -1.535062 1.547565 -0.1 -0.2 0.1 0.096
H -1.837956 3.418103 -1.872426 -0.2 -0.1 0.1 0.124
H -3.509810 0.261944 1.779555 -0.2 0.1 -0.2 0.070
H 2.036501 -2.146086 2.312920 0.1 0.0 -0.2 0.081
H -3.850549 -0.848436 5.737624 0.2 0.0 -0.1 0.080
H -2.783111 1.395704 5.408532 0.0 -0.3 -0.2 0.093
H -1.466619 1.775761 -5.635993 0.0 0.1 0.2 0.075
H -1.448281 -2.477516 2.525413 -0.2 0.4 0.3 0.085
H 3.241259 -3.304730 1.683066 0.0 0.1 0.1 0.084
H 4.034314 0.606296 -4.215930 0.0 -0.1 0.0 0.079
H 4.284711 2.328365 3.107525 -0.3 -0.1 0.0 0.082
H 1.062221 -0.297944 4.309201 0.2 0.1 -0.3 0.115
H -4.967458 0.553706 -1.540360 0.1 -0.1 0.0 0.125
H 2.903789 -0.001284 -5.439556 0.0 0.0 0.1 0.075
H 2.709280 -3.398137 -1.698069 0.0 0.2 0.1 0.134
H -5.052920 -0.031265 0.919434 0.1 0.1 0.1 0.085
H -1.035754 1.675005 3.656423 -0.2 -0.3 0.0 0.116
H 0.103521 -2.907506 0.899955 0.2 -0.1 -0.2 0.048
H -4.235531 -2.106394 -0.042167 0.1 -0.1 0.0 0.090
H 0.659881 0.793576 -5.481434 0.0 0.3 0.3 0.113
H -3.895634 -0.601831 -2.403120 0.1 0.1 0.1 0.129
H 3.094684 -0.856205 -3.890953 0.2 0.0 -0.2 0.075
H -4.163137 1.504685 0.670633 0.0 -0.1 0.1 0.091
```
Forces are in eV/Å.

The calculation puts the LUMO energy (spin up / spin down) at 2.75 / 2.78 eV. The molecular weight is 583.1 g/mol. Its total energy is -2961.089371 a.u. Its HOMO-LUMO gap (spin up / spin down) is 3.62 / 3.96 eV. The net charge is -1. The spin multiplicity is 3.


[2]
Computed, not measured: C36H54N5O2P2Pb as an isolated structure at a distorted geometry, with ωB97M-V/def2-TZVPD.

Geometry as XYZ:
```
100
Properties=species:S:1:pos:R:3:forces:R:3:lowdin_charge:R:1
Pb -0.471058 0.626996 0.627265 1.7 -1.1 -0.8 1.095
P 0.947775 0.185848 2.992001 0.0 0.2 -0.5 0.976
P -0.216103 -1.330461 -2.972937 -0.8 1.1 3.3 1.081
O 0.054199 3.048787 1.499893 -1.3 1.5 -1.1 -0.148
O -4.041214 1.611668 1.479889 1.8 -0.8 -0.6 0.071
N -1.071815 -1.252215 -1.505777 0.5 0.8 -1.4 -0.125
N 1.684744 -1.328152 0.326817 -0.5 -1.0 -0.4 0.091
N -1.351341 2.974075 -0.272364 -0.9 1.1 -0.3 0.052
N -0.652010 5.048097 0.619680 0.2 0.9 -0.1 -0.032
N -2.847956 2.845040 -2.001735 -0.6 0.7 0.3 0.150
C 0.115937 5.789099 1.633671 0.1 0.2 0.1 0.014
C 0.331862 -0.369233 5.660162 -0.4 -0.1 0.4 -0.095
C 1.165593 0.112611 -4.801218 0.0 0.1 -0.1 -0.076
C -0.154611 -5.426633 0.883756 0.0 0.4 -0.2 -0.085
C -0.842371 -3.916058 -3.755173 -0.1 0.0 0.1 -0.065
C 1.891833 2.596578 4.103066 0.1 0.2 0.0 -0.097
C -1.215162 1.204968 4.432702 0.1 -0.1 0.1 -0.086
C -2.016302 5.027617 -1.307505 0.0 1.1 -0.3 0.008
C -3.015911 1.099217 1.468111 -3.3 1.2 1.2 -0.130
C -0.353432 -0.072100 4.323344 0.6 0.1 0.1 -0.698
C 4.236260 -2.357615 -0.004299 0.1 0.4 0.2 -0.039
C -0.239438 -2.279713 -1.126403 -2.4 -2.2 2.6 -0.523
C -2.744758 -2.250852 -3.602841 0.1 -0.1 0.2 -0.068
C -2.078668 3.632555 -1.178981 0.4 -1.4 0.4 -0.354
C 1.003033 -2.242604 -1.840750 1.1 0.7 -2.4 -0.209
C 3.402968 -2.186485 -1.107270 -0.4 -0.1 0.2 -0.016
C 3.146412 1.640102 2.154949 -0.1 0.1 0.0 -0.091
C 0.876309 1.177391 -2.540003 -0.1 -0.1 -0.2 -0.095
C -2.226462 -4.235194 1.333544 0.2 0.3 -0.2 -0.091
C -1.133141 0.939952 -4.086387 -0.2 0.2 -0.1 -0.068
C -1.427457 -5.375553 1.465368 -0.1 -0.2 0.3 -0.105
C -1.258203 -1.260819 3.933880 0.0 0.1 0.1 -0.097
C -1.256634 -2.446232 -3.994966 -0.2 -0.4 -1.1 -0.604
C 2.438673 -1.583878 1.401218 0.0 -0.2 -0.1 -0.331
C -0.570948 -3.276989 -0.135903 0.3 0.9 -0.7 -0.212
C -1.302561 5.722973 -0.374704 0.0 -0.6 0.1 -0.002
C 0.191000 0.306746 -3.615830 0.2 0.3 -1.0 -0.632
C 2.073084 -1.799909 -0.879956 1.5 0.5 0.5 -0.260
C 2.410791 1.300473 3.464798 -0.4 -0.3 0.3 -0.668
C -1.119583 -2.179792 -5.505295 -0.1 -0.3 -0.2 -0.094
C -1.794539 -3.168269 0.547461 -0.2 -0.5 0.2 -0.057
C 3.724966 -2.111837 1.270252 -0.2 0.2 0.1 -0.024
C 1.766958 -1.447082 2.770560 0.1 -0.1 -0.1 -0.247
C -0.625859 3.681265 0.632932 0.9 -1.8 1.4 -0.509
C 3.388220 0.597564 4.418420 0.2 0.2 0.1 -0.089
C 0.293351 -4.365796 0.097817 -0.3 -0.3 0.3 -0.037
H 1.192577 5.756664 1.417629 -0.3 -0.2 0.1 0.110
H -0.999750 -4.236708 -2.718596 0.1 0.1 -0.2 0.087
H 0.988847 -2.225968 2.854099 0.3 0.3 -0.3 0.089
H 4.284499 -2.295582 2.182697 0.1 -0.1 -0.3 0.115
H 0.151814 1.581168 -1.816879 0.4 -0.3 -0.3 -0.010
H -1.693032 1.388814 -3.254571 0.3 -0.3 -0.3 0.050
H -3.106172 -1.232747 -3.797975 0.1 -0.2 0.0 0.075
H 4.129918 1.343336 4.744158 -0.1 -0.2 0.0 0.094
H -3.196344 -4.177992 1.826677 0.2 -0.1 -0.1 0.103
H -1.801116 -6.227030 2.038788 0.2 0.3 -0.1 0.100
H 1.287447 -4.374425 -0.357463 -0.3 -0.1 0.1 0.113
H 1.364210 2.039861 -3.019728 -0.1 -0.3 0.0 0.095
H 0.686497 -0.369211 -5.663709 0.2 0.2 0.3 0.063
H 2.500928 2.198672 1.463078 0.1 -0.2 0.2 0.061
H 4.014526 2.271098 2.398574 -0.1 -0.1 0.0 0.094
H 5.270466 -2.683715 -0.117090 -0.3 0.0 0.0 0.115
H -1.401803 -1.163498 -5.806342 0.1 -0.4 0.1 0.068
H 3.941088 -0.210864 3.921304 -0.1 0.2 0.1 0.072
H -0.610885 2.093906 4.652938 -0.2 -0.2 -0.1 0.065
H 0.923952 0.477071 6.034441 -0.2 -0.3 -0.2 0.069
H -1.923478 1.065549 5.263367 0.1 0.1 -0.2 0.096
H 2.476361 -1.635066 3.588324 -0.1 0.0 -0.3 0.079
H 2.034476 -0.487935 -4.493492 -0.1 0.1 -0.1 0.087
H 1.179283 3.104222 3.438038 0.2 -0.2 0.3 0.051
H 3.516570 0.739037 1.647822 -0.1 0.2 0.1 0.069
H -1.206872 6.808720 -0.327065 -0.2 -0.4 -0.2 0.142
H 1.535544 1.095918 -5.128032 -0.1 -0.3 0.1 0.093
H -1.798290 0.220740 -4.580774 0.2 0.3 0.1 0.047
H -2.057324 -1.344602 4.688633 0.2 0.0 -0.2 0.097
H -0.068648 5.383355 2.633576 0.0 0.0 -0.3 0.100
H 1.369370 -3.081354 -2.442432 0.0 -0.3 0.6 0.111
H -3.352116 -2.948015 -4.196592 0.2 0.1 0.0 0.096
H -3.281498 2.040489 -1.547643 0.4 0.2 -0.3 0.117
H -0.705889 -2.211216 3.930094 -0.3 0.2 0.0 0.076
H 2.899093 0.198713 5.316784 0.2 0.1 -0.3 0.068
H 1.652565 0.611559 -2.006688 -0.2 0.2 0.0 0.069
H -0.454725 -0.568821 6.403750 0.2 0.0 0.0 0.092
H -1.800082 1.396008 3.518713 0.3 -0.1 0.3 0.028
H 0.207907 -4.083709 -4.030660 -0.3 0.0 0.0 0.086
H 3.711068 -2.431097 -2.126477 0.0 -0.1 0.4 0.119
H -0.211757 6.832243 1.605653 0.0 -0.2 0.0 0.094
H -0.102249 -2.396833 -5.853863 -0.2 0.1 0.0 0.086
H -0.921068 1.732718 -4.817958 0.0 -0.1 0.2 0.101
H -1.470205 -4.554262 -4.393748 0.2 0.2 0.1 0.098
H 0.486214 -6.293555 1.022763 -0.2 0.1 0.0 0.102
H -2.558894 5.521948 -2.107563 0.1 0.1 0.3 0.120
H -3.485804 3.346551 -2.614302 0.2 -0.2 0.2 0.119
H -1.800765 -2.878132 -6.017509 0.2 0.2 0.1 0.096
H 2.747159 3.269725 4.260600 -0.1 -0.1 0.0 0.092
H -1.741178 -1.130340 2.951676 0.2 0.0 0.2 0.044
H -2.920059 -2.469709 -2.545612 0.1 0.1 -0.2 0.074
H -2.389498 -2.263392 0.395651 0.1 -0.4 0.0 0.091
H 0.965122 -1.266302 5.604925 -0.1 0.3 0.0 0.086
H 1.430274 2.426705 5.083747 0.1 0.0 -0.2 0.070
```
Forces are in eV/Å.

The calculation puts the LUMO energy (spin up / spin down) at -2.56 / -2.46 eV. The molecular weight is 858.0 g/mol. For the energy relative to the best compared isomer or geometry (same formula, charge and spin), the calculation gives 0.000 eV. Its total energy is -2703.720709 a.u. Its HOMO-LUMO gap (spin up / spin down) is 4.19 / 4.77 eV. The net charge is +1. The spin multiplicity is 1.


[3]
Computed, not measured: one molecule with the formula C5H12O2 at a distorted geometry, with ωB97M-V/def2-TZVPD.

Geometry as XYZ:
```
19
Properties=species:S:1:pos:R:3:forces:R:3:lowdin_charge:R:1
O 1.253521 -1.422972 2.445256 0.0 -0.1 -0.2 -0.079
O -1.375846 2.834676 -0.329474 0.0 0.4 -0.1 -0.067
C 0.951849 -1.132493 0.044741 -0.9 0.1 -0.2 -0.202
C -0.105307 -0.026172 0.124472 -0.5 -0.3 -0.2 -0.217
C -0.120134 0.874219 -1.106103 -0.6 -0.6 -0.2 -0.201
C 0.890903 -2.083801 1.216047 0.5 0.4 0.9 -0.261
C -1.374891 1.751617 -1.241876 0.8 -0.8 0.7 -0.265
H -1.070017 -0.564008 0.164208 0.1 0.3 0.1 0.119
H 0.687908 -1.727203 -0.839247 0.2 0.0 -0.1 0.116
H -2.184607 1.124673 -0.888242 -0.5 0.0 -0.4 0.110
H 0.457725 -1.268030 2.957655 0.0 0.1 0.0 0.076
H -1.510621 2.040377 -2.284374 -0.2 0.3 0.0 0.112
H 1.616782 -2.883589 1.084077 0.0 -0.2 -0.1 0.110
H -0.098012 -2.528145 1.363899 0.0 0.0 -0.4 0.118
H 1.949880 -0.732612 -0.112477 0.2 0.0 0.2 0.118
H 0.749118 1.484042 -1.100524 1.0 0.8 0.0 0.099
H -0.653693 3.441033 -0.531735 -0.1 -0.1 -0.1 0.086
H -0.011004 0.233289 -1.990454 -0.2 0.1 0.0 0.115
H -0.053555 0.585098 1.024148 0.2 -0.1 0.1 0.115
```
Forces are in eV/Å.

The calculation puts the LUMO energy at 0.97 eV. The molecular weight is 104.1 g/mol. For the energy relative to the best compared isomer or geometry (same formula, charge and spin), the calculation gives 1.106 eV. Its total energy is -348.164177 a.u. Its HOMO-LUMO gap is 11.06 eV. The spin multiplicity is 1.


[4]
Computed, not measured: one molecule with the formula C8H17NO2S at a distorted geometry, with ωB97M-V/def2-TZVPD.

Geometry as XYZ:
```
29
Properties=species:S:1:pos:R:3:forces:R:3:lowdin_charge:R:1
S -0.553083 2.889314 -0.410920 0.0 0.2 -1.8 0.903
O -0.211790 4.144764 0.576468 1.7 0.3 -0.6 -0.322
O 0.288000 3.031374 -1.647671 -0.8 0.0 1.6 -0.478
N -2.452313 -1.155515 0.468909 0.9 0.1 0.1 0.028
C -0.188634 -0.090280 -1.189811 1.0 -0.1 0.8 -0.139
C 0.249913 -1.538904 -1.534922 -2.5 0.0 0.2 -0.194
C 1.619341 -1.875431 -0.990382 0.6 1.0 -0.2 -0.193
C 0.525654 -0.843701 1.076990 0.5 0.8 1.2 -0.154
C 0.190505 1.622574 0.603804 -0.2 -0.6 0.5 -0.284
C -1.771238 0.104733 0.811502 -1.2 0.2 1.0 -0.253
C 1.856774 -1.111276 0.342725 -0.3 -0.9 0.6 -0.170
C -0.339145 0.180926 0.348787 0.5 0.1 -0.8 -0.505
H -2.318025 0.930227 0.371889 -0.3 0.1 -0.4 0.095
H 1.760259 -2.922586 -0.799472 -0.2 -0.6 0.0 0.094
H 1.252956 1.654543 0.401973 0.4 0.2 0.0 0.097
H 0.090748 -1.677532 -2.624749 0.6 0.0 0.5 0.115
H -3.444301 -1.048420 0.564380 -0.5 0.1 0.0 0.064
H 0.716534 -0.418269 2.112013 -0.1 -0.7 -0.9 0.138
H 2.465556 -1.753205 1.008191 0.0 0.5 -0.3 0.111
H 2.380718 -0.165859 0.207726 0.1 0.0 -0.1 0.099
H -1.130410 0.120533 -1.652811 -0.5 0.3 -0.6 0.109
H -0.014382 2.016543 1.607630 0.1 -0.5 0.0 0.102
H -0.046523 -1.772711 1.201431 0.3 0.1 0.0 0.113
H -2.185141 -1.815799 1.187646 -0.1 -0.3 -0.1 0.064
H 2.392575 -1.623957 -1.743685 -0.3 0.1 0.4 0.115
H -0.573060 -2.167321 -1.067739 1.1 0.4 -0.5 0.113
H 0.577191 0.637465 -1.502695 -0.4 -0.4 -0.5 0.101
H 0.747196 4.350669 0.356899 -1.3 0.0 0.5 0.097
H -1.885874 0.297101 1.915895 0.6 0.0 -0.6 0.134
```
Forces are in eV/Å.

The calculation puts the LUMO energy at 0.71 eV. The molecular weight is 191.3 g/mol. For the energy relative to the best compared isomer or geometry (same formula, charge and spin), the calculation gives 0.800 eV. Its total energy is -918.412758 a.u. Its HOMO-LUMO gap is 10.08 eV. The spin multiplicity is 1.


[5]
Computed, not measured: a 2-piece molecular cluster, C6H8N3O5S overall at a distorted geometry, with ωB97M-V/def2-TZVPD.

Geometry as XYZ:
```
23
Properties=species:S:1:pos:R:3:forces:R:3:lowdin_charge:R:1
S 1.746396 1.142393 1.880579 0.5 0.4 1.2 0.297
O -1.314658 -1.632806 0.077919 0.2 -0.4 0.5 0.091
O -0.166944 -2.326815 2.703667 -2.4 0.7 2.4 0.203
O 2.238052 -0.758117 -1.238709 1.6 -1.8 -1.6 -0.198
O -1.647388 1.563450 -1.154933 0.8 -1.8 0.2 0.011
O 1.396067 -2.831620 1.136330 1.4 -0.7 -1.6 0.204
N -1.256391 0.847650 0.976705 -1.5 4.1 -2.9 0.019
N 2.587680 -0.329183 0.027633 -1.2 1.2 0.4 -0.081
N 1.730369 0.491276 0.351931 0.1 -0.3 0.8 -0.606
C -0.029294 -1.115034 -1.909777 -1.5 5.0 1.3 -0.051
C 1.185018 -0.160413 -1.951433 0.3 -1.6 -0.6 -0.224
C 0.592475 -2.566594 1.899544 1.0 -0.1 -0.7 -0.505
C -1.277562 0.678689 -0.361485 0.0 0.2 0.7 -0.431
C -0.838938 -0.787212 -0.635608 -0.5 -0.3 -2.1 -0.284
C -1.439806 2.269123 1.368518 -1.5 -1.7 2.3 -0.084
H 1.017447 0.828983 -1.582704 -0.5 0.6 -0.2 0.091
H -2.144069 2.669951 0.642061 0.7 0.5 -0.1 0.067
H -2.054579 2.237124 2.331491 1.1 0.2 -0.9 0.092
H 1.574751 -0.187552 -2.961473 0.0 0.4 -0.4 0.111
H -0.964758 0.167553 1.579041 1.1 -1.8 1.7 0.052
H -0.462666 2.731179 1.549912 -0.4 0.1 -0.4 0.022
H -0.697209 -0.842494 -2.737915 0.0 0.0 0.1 0.128
H 0.226008 -2.089532 -1.991291 0.9 -3.1 0.1 0.078
```
Forces are in eV/Å.

The calculation puts the LUMO energy at 3.36 eV. The molecular weight is 234.2 g/mol. For the energy relative to the best compared isomer or geometry (same formula, charge and spin), the calculation gives 0.000 eV. Its total energy is -1172.083608 a.u. Its HOMO-LUMO gap is 6.78 eV. The net charge is -1. The spin multiplicity is 1.